Entry 1:
The following is a quantum chemistry calculation of a structure of composition C20H23MnN5S, from OMol25.

Output
LUMO level (alpha / beta) ... -12.023 / -10.836 eV
Orbital gap (alpha / beta) ... 5.8 / 7.0 eV
HOMO level (alpha / beta) ... -17.86 / -17.82 eV
E ... -2597.95017 hartree
Net charge ... +3
Spin multiplicity ... 5

Last column: Mulliken spin population.
Positions of all 50 atoms, in Å:
Mn1 -0.86 0.00 -1.36  3.978
C1 -1.36 4.22 -2.03  0.002
C2 -0.09 4.60 -2.41  0.008
C3 0.91 3.63 -2.49  -0.002
C4 0.61 2.32 -2.20  0.036
N1 -0.64 1.96 -1.80  -0.072
C5 -1.60 2.89 -1.72  0.010
C6 1.53 1.18 -2.33  -0.006
C7 2.87 1.21 -2.66  -0.005
C8 3.55 0.00 -2.80  0.015
C9 2.88 -1.21 -2.66  -0.005
C10 1.53 -1.18 -2.33  0.021
N2 0.91 0.00 -2.13  -0.091
C11 0.62 -2.33 -2.20  0.003
C12 0.92 -3.63 -2.53  0.000
C13 -0.08 -4.60 -2.47  0.009
C14 -1.35 -4.23 -2.08  0.000
C15 -1.58 -2.91 -1.72  0.011
N3 -0.63 -1.98 -1.79  -0.091
H1 -2.17 4.94 -1.98  0.000
H2 0.14 5.63 -2.64  0.000
H3 1.91 3.91 -2.80  0.000
H4 -2.58 2.57 -1.39  -0.001
H5 3.38 2.15 -2.82  0.000
H6 4.60 0.01 -3.05  0.000
H7 3.39 -2.14 -2.82  0.000
H8 1.92 -3.90 -2.85  -0.001
H9 0.14 -5.62 -2.74  0.000
H10 -2.16 -4.95 -2.04  0.000
H11 -2.56 -2.60 -1.36  0.000
C16 1.68 0.19 2.40  0.011
N4 0.45 -0.06 3.14  0.019
C17 0.66 -0.55 4.51  -0.002
C18 -0.76 0.01 2.60  0.021
S1 -0.87 0.09 0.83  0.118
N5 -1.88 0.07 3.30  0.011
C19 -3.19 -0.23 2.71  0.003
C20 -1.95 0.59 4.67  0.001
H12 2.40 0.66 3.08  0.001
H13 1.52 0.85 1.56  -0.002
H14 2.11 -0.75 2.05  0.000
H15 1.56 -1.16 4.51  0.000
H16 -0.17 -1.15 4.85  0.000
H17 0.83 0.28 5.21  0.001
H18 -3.11 -1.01 1.96  -0.004
H19 -3.63 0.67 2.27  0.000
H20 -3.85 -0.58 3.50  0.000
H21 -1.06 1.15 4.93  0.000
H22 -2.10 -0.22 5.39  0.001
H23 -2.81 1.25 4.73  0.000

Entry 2:
The following is a quantum chemistry calculation of a cluster of 4 separate species, CH10O4 in total, from OMol25.

Output
LUMO level ... 0.116 eV
Energy above the lowest of the compared OMol25 structures with the same formula, charge and spin ... 15.60 kcal/mol
Orbital gap ... 10.5 eV
HOMO level ... -10.38 eV
SMILES ... CO.O.O.O
E ... -345.03046 hartree

Last column: Mulliken charge in e.
Positions of all 15 atoms, in Å:
C1 1.07 0.22 -3.19  -0.438
O1 0.28 -0.90 -2.77  -0.498
H1 0.91 1.05 -2.50  0.125
H2 2.14 -0.03 -3.16  0.229
H3 0.89 0.52 -4.22  0.260
H4 0.04 -0.76 -1.86  0.307
O2 1.15 0.54 0.16  -0.598
H5 1.48 1.38 -0.17  0.307
H6 1.81 0.27 0.81  0.304
O3 -1.36 -0.28 1.66  -0.678
H7 -1.47 0.62 1.33  0.311
H8 -0.56 -0.59 1.23  0.317
O4 -2.03 -0.47 4.54  -0.642
H9 -1.78 -0.31 3.62  0.387
H10 -2.57 -1.27 4.50  0.307

Entry 3:
The following is a quantum chemistry calculation of a cluster of 2 separate species, C4H6O2 in total, from OMol25.

Output
LUMO level ... 0.645 eV
Energy above the lowest of the compared OMol25 structures with the same formula, charge and spin ... 34.09 kcal/mol
Orbital gap ... 11.2 eV
HOMO level ... -10.51 eV
SMILES ... O=C1C=CCO1.[H][H]
E ... -306.45197 hartree

Last column: Mulliken charge in e.
Positions of all 12 atoms, in Å:
O1 2.35 1.28 -0.56  -0.556
C1 1.23 0.85 -0.46  0.490
C2 0.64 -0.40 -1.00  -0.220
C3 -0.63 -0.46 -0.64  -0.428
C4 -0.97 0.77 0.16  -0.282
O2 0.25 1.50 0.23  -0.301
H1 1.23 -1.12 -1.57  0.394
H2 0.38 -1.48 1.64  -0.166
H3 -1.35 -1.26 -0.83  0.360
H4 -0.09 -1.61 2.20  0.176
H5 -1.31 0.53 1.17  0.265
H6 -1.72 1.39 -0.34  0.271

Entry 4:
The following is a quantum chemistry calculation of the molecule C3H4N4S at a distorted geometry, from OMol25.

Output
LUMO level ... 0.437 eV
Energy above the lowest of the compared OMol25 structures with the same formula, charge and spin ... 40.05 kcal/mol
Orbital gap ... 10.0 eV
HOMO level ... -9.59 eV
SMILES ... C=Cn1nnnc1S
E ... -733.84345 hartree

Last column: Mulliken charge in e.
Positions of all 12 atoms, in Å:
C1 1.30 0.34 0.07  0.562
C2 -0.88 -0.83 -0.15  -0.038
C3 -2.17 -0.83 0.09  -0.595
H1 3.51 -0.13 0.07  0.181
H2 -0.36 -1.80 -0.34  0.154
H3 -2.75 -1.76 -0.22  0.234
H4 -2.61 0.12 0.44  0.324
N1 1.60 1.65 -0.06  -0.319
N2 0.46 2.31 -0.04  -0.430
N3 -0.52 1.53 0.04  -0.261
N4 -0.02 0.29 0.05  0.472
S1 2.44 -0.89 0.03  -0.284